1.
The following is a quantum chemistry calculation of a molecular structure, C32H60Br12O14S7 at a distorted geometry, from OMol25.

Output
**HOMO**: -9.80 eV
**Gap between HOMO and LUMO**: 0.317 Ha
**LUMO**: -1.175 eV
**Calculated total energy**: -35983.8084 Eh
**Energy relative to the best compared isomer or geometry (same formula, charge and spin)**: 76.6 kcal/mol

```
125
Properties=species:S:1:pos:R:3:mulliken_charge:R:1
H 2.80192 4.26209 -5.17366 0.38
O -2.85309 2.54631 -0.44716 -0.50
O 5.71446 -0.70216 1.18781 -0.46
H 6.71821 3.38974 0.07576 0.36
O -3.10572 6.04270 4.79503 -0.67
H -6.93239 1.77546 -1.86736 0.35
H 5.93960 2.23656 -2.20836 0.35
H -1.04527 3.64717 -5.26602 0.39
H -0.25483 -1.73873 -1.19142 -0.93
H 1.40643 -5.90544 1.95612 0.49
H 0.35761 1.13393 -5.55923 0.16
C 6.97884 2.37129 -0.21224 -0.74
C -6.11342 1.07237 -0.05811 -0.51
Br 0.32591 -1.51521 -3.92179 0.06
H 2.97761 1.24873 2.99684 -0.50
H -6.04157 1.24097 1.01637 0.33
H -3.97207 -5.12926 3.08533 0.28
C 1.21472 -1.53197 0.43541 0.09
H -0.53166 -7.09727 1.63530 0.42
S -3.90082 2.17307 -1.41034 1.02
C -3.52002 -3.73891 4.47561 -0.53
C -1.56315 -1.12140 -3.64703 0.45
H -5.44264 3.82949 -2.12360 0.44
H 2.31349 -6.05714 -0.65167 0.35
C -0.63712 -6.06134 1.31305 -0.13
C -0.64972 4.20210 2.31900 0.49
H -1.87667 5.08571 0.93410 -0.05
C 5.82627 1.90599 -1.17590 -0.23
S -1.76077 5.76981 4.21599 1.03
C -0.56914 0.02594 0.05567 0.55
H 0.61404 1.80166 0.06531 0.24
H 3.15446 2.82366 -6.15943 0.41
H -3.60704 -0.96776 2.39003 0.48
Br 4.78733 1.44679 4.76802 -0.07
S 2.06811 -0.08135 -0.30174 1.26
C 7.13496 1.45574 0.93227 -0.16
Br 0.21244 -3.72776 4.33208 0.00
C 3.68026 -3.74465 -3.35514 -0.15
H 5.33942 -0.43350 -1.53690 0.06
O -3.69592 1.86757 -2.81460 -0.62
H -0.76221 0.23302 1.10826 0.45
O -4.24324 -3.81744 0.99920 -0.54
H -2.78097 6.56219 2.25983 0.38
C -4.52068 -4.29583 3.52409 -0.72
C -3.34225 -1.98554 2.67657 0.26
H -2.62461 3.75520 3.26299 0.26
S -0.01355 -5.99213 -1.33211 0.87
H -4.79335 -0.24979 -1.31702 0.42
H 1.92065 -2.36213 0.45964 0.26
H -0.40668 5.75962 0.88426 0.49
C 1.35708 -6.35193 -0.21986 -0.76
Br -2.47697 -2.55703 -2.57060 -0.10
O 8.01813 -0.97578 0.15009 -0.72
S 1.04093 3.90714 -6.72216 1.10
Br 4.15027 -5.56221 -3.87760 -0.04
S 6.77716 -0.25922 0.34054 0.97
C 0.53640 0.89928 -0.54114 -0.66
O 2.62070 -0.35747 -1.67148 -0.56
C 3.37607 2.10538 3.54040 0.62
C 2.39417 3.32989 -5.56463 -0.74
H -5.09481 3.90155 -0.38939 0.34
C 0.84998 -5.62227 1.06264 0.01
H -2.60014 -4.32225 4.43487 0.02
H -1.83314 -7.01907 -0.20348 0.43
H -2.50608 -2.12716 1.99184 -0.50
H 1.06016 -1.35497 1.49978 -0.34
H 1.17751 -7.41880 -0.08695 0.38
H 1.76065 -2.24565 5.79898 0.53
H -1.36953 7.52761 2.43974 0.39
H 7.97000 2.57410 -0.61791 0.32
O -0.20695 -7.23919 -2.15119 -0.73
O 0.82338 5.41809 -6.64715 -0.65
H -1.38789 3.24355 4.31176 0.54
C -6.60814 2.23695 -0.93461 -0.71
H -1.00042 2.75291 -6.68096 0.41
H -0.67956 3.40123 1.58020 -0.51
C -0.35565 3.03701 -5.84931 -0.88
H 6.97249 0.20405 -1.94750 0.51
C -3.00836 -2.26612 4.17271 -0.31
Br 2.96388 -2.11576 3.50815 -0.02
H -1.75360 -0.29072 -2.96747 -0.44
C -0.15550 -1.43305 -0.14990 0.90
H -0.90374 -2.03946 0.36049 -0.21
H 8.03789 1.47469 1.54256 0.49
H -3.80000 -3.82253 5.52571 0.48
H 2.64464 -3.46812 -3.55297 0.15
C -1.12124 5.43209 1.63940 -0.52
H -5.50730 -4.63075 3.84429 0.45
O 1.18236 3.28526 -8.04709 -0.63
H -4.03750 0.14976 0.12645 -0.27
H -7.37729 2.84976 -0.46454 0.39
O 2.91260 0.63263 0.66016 -0.18
H -2.03624 -5.20908 -0.22817 0.16
H 4.78544 2.11533 -0.92905 0.04
Br -2.50158 -0.77075 -5.32020 -0.02
H -1.47326 0.21046 -0.52452 -0.91
O 0.15067 -4.62581 -1.90022 -0.29
C -5.35828 3.23726 -1.21243 -0.84
H 1.47625 3.02934 -3.55248 0.31
H -2.03562 -1.79017 4.29665 -0.05
H 0.38195 4.34585 2.64009 0.26
Br 4.05815 3.42004 2.27096 -0.06
H -0.39447 1.63808 -4.09504 -0.14
C -1.72703 6.50199 2.53128 -0.72
C 0.24179 1.99721 -4.90392 0.20
H 2.33465 1.72384 -4.07462 0.30
O -6.02445 -2.30101 2.11317 -0.64
O -0.52454 6.27182 4.85393 -0.61
H 0.42904 1.43184 -1.48609 0.23
H -3.57291 -1.66178 4.88276 0.32
C -1.38601 -6.04935 0.01523 -0.61
C -1.59960 3.99206 3.54821 -0.74
Br 5.01785 -2.64194 -4.31067 -0.09
C 1.64342 2.46740 -4.47137 -0.54
H -1.30370 -5.56264 2.01665 -0.25
H 6.30659 1.48357 1.64017 -0.23
H -6.93166 0.39805 -0.31085 0.27
Br 1.85174 2.86104 4.52289 -0.13
Br 3.92173 -3.51720 -1.40978 0.02
S -4.75948 -3.05496 2.08604 0.98
H 0.82604 -4.53974 0.93750 -0.27
C 1.40172 -2.19896 4.77083 -0.55
Br 0.62258 -0.38516 4.42292 -0.01
C -4.69394 0.58714 -0.62580 -0.05
C 6.10438 0.30469 -1.29607 -0.59
```

=====

2.
The following is a quantum chemistry calculation of 4 unconnected molecules or ions with the total composition C32H33N6O9S at a distorted geometry, from OMol25.

Output
**HOMO**: -10.60 eV
**Gap between HOMO and LUMO**: 0.224 Ha
**Net charge**: +1
**LUMO**: -4.493 eV
**Calculated total energy**: -2641.6905 Eh

```
81
Properties=species:S:1:pos:R:3:mulliken_charge:R:1
C 1.46725 -1.67808 -5.47521 0.03
C -4.84790 8.66165 5.84641 -0.48
C 1.92880 -0.46869 2.72403 -0.47
H 3.15060 -0.46594 -4.81685 0.44
H -0.67366 -1.13791 3.43565 0.22
N 0.46313 -0.65078 -5.17378 0.97
H 3.58767 -10.23276 -2.30439 0.37
O 0.74704 -3.03155 3.16350 -0.57
C 2.14993 -9.16106 -5.19786 -0.34
H -4.22417 10.55430 5.02557 0.37
C -3.47098 0.82790 -2.61646 -0.84
O 0.86324 0.43391 -4.72537 -0.59
H 2.50688 3.33160 1.12355 0.36
H 5.33586 -8.63091 -3.03134 0.37
H -1.09207 1.77028 -2.81132 0.32
C -4.45770 7.37043 6.20719 -0.28
C 4.44689 -8.77707 -3.64120 -0.48
C 3.13553 -8.25015 -5.60073 0.09
H -0.56467 -0.95766 -2.21189 0.31
N 1.18129 0.14189 1.56009 0.10
H 5.06523 -7.35964 -5.13208 0.41
H 2.47276 0.30009 3.42395 0.35
C 2.82149 -1.42073 -5.22109 -0.30
H 0.99715 4.80926 3.01540 0.41
H -1.99792 -0.95787 -0.85167 0.44
C -2.58422 9.16116 5.14415 -0.47
C 3.46312 -9.67941 -3.23364 -0.38
H 0.16906 4.54025 1.31756 0.34
C 4.28949 -8.05914 -4.82829 -0.20
N -2.71244 5.61592 6.38595 0.97
H -3.23889 -0.34265 -2.53254 0.16
O 0.91305 -1.50503 5.20502 -0.53
H -4.41590 1.37905 5.14095 0.34
C 0.55308 3.99113 2.30425 -0.86
O 1.90376 -7.65203 -7.47441 -0.57
C -3.49722 1.88836 4.60799 -0.44
C -0.91167 3.25108 4.72896 -0.43
H 4.82223 -2.22293 -5.28706 0.38
C -3.35227 1.95798 2.96353 -0.46
H -4.23185 1.49720 2.31816 0.31
C 2.01967 -3.89237 -6.26787 -0.29
C -2.22290 2.54139 5.47287 -0.45
C 1.00451 1.56484 1.08117 0.11
C 1.06212 -2.91118 -6.00322 -0.50
H -5.19842 6.68800 6.61873 0.42
H 0.01503 -3.12250 -6.20985 0.45
H 1.71486 -4.85395 -6.67496 0.37
N -0.19648 0.22627 -0.30586 0.68
N 2.95233 -7.47971 -6.83657 0.97
C 0.39259 -0.78388 0.65346 -0.27
H -4.42094 0.71808 -1.97581 0.41
O -3.00495 1.70928 -1.30135 -0.30
H 2.68397 -1.26292 2.25075 0.37
O 3.85553 -6.69773 -7.16889 -0.58
H -1.14181 7.58498 5.36618 0.40
H -5.88158 8.97400 5.97752 0.37
C -1.83973 1.05733 -2.09623 0.35
C 2.31981 -9.87539 -4.01020 -0.45
H 1.55897 -10.58258 -3.68734 0.37
S 0.65301 -1.53859 3.65685 0.81
C -3.12399 6.97906 6.02966 0.12
N 0.08784 1.58313 -0.15649 -0.42
H 4.11006 -4.41337 -6.20647 0.40
C -3.91375 9.55113 5.31277 -0.38
C -1.10479 -0.38779 -1.34615 -0.79
H -1.98535 2.67829 1.05478 0.32
O -0.72692 -0.92815 -5.38083 -0.57
H 2.18431 2.43225 2.83011 0.16
O -1.51966 5.31388 6.23184 -0.56
C 3.36785 -3.64259 -6.00593 -0.20
O -3.58153 4.84421 6.81628 -0.58
C -0.76264 3.32308 3.06721 0.65
H -1.86170 9.86056 4.72899 0.37
H 0.23878 -1.94407 0.65540 0.40
C -2.18157 7.87358 5.50387 -0.26
C -2.05173 2.66059 2.23245 -0.29
H 1.25176 -9.32276 -5.79022 0.43
H -0.05806 3.71407 5.40223 0.29
H -2.30012 2.46627 6.65195 0.31
C 3.76949 -2.41064 -5.48715 -0.58
C 1.67514 2.86442 1.84162 -0.42
```

=====

3.
The following is a quantum chemistry calculation of 7 unconnected molecules or ions with the total composition C16H26Cl8O6, from OMol25.

Output
**HOMO**: -10.29 eV
**Gap between HOMO and LUMO**: 0.392 Ha
**LUMO**: 0.381 eV
**Calculated total energy**: -4758.2701 Eh
**Structure (SMILES)**: O=C1CCCO1.O=C1CCCO1.O=C1CCCO1.ClCCl.ClCCl.ClCCl.ClCCl
**Energy relative to the best compared isomer or geometry (same formula, charge and spin)**: 0.0 kcal/mol

```
56
Properties=species:S:1:pos:R:3:nbo_charge:R:1
H 0.08762 1.54850 -3.26018 0.23
Cl -1.19496 -2.09805 3.45538 -0.03
C -3.60449 3.74401 -2.55761 -0.41
H -4.30291 -2.32418 -3.23273 0.21
H -1.24232 1.61301 0.43266 0.24
H 4.20127 -2.09559 5.53100 0.24
C -5.22847 0.43725 -2.48618 0.80
H 4.31291 2.34714 0.38426 0.24
O 3.40306 -2.39964 2.71317 -0.50
C -4.21671 -0.47574 -4.36625 -0.07
Cl -0.47363 -0.18728 -4.79966 -0.03
H -0.57139 0.09329 1.05213 0.22
H 1.79662 -3.11488 3.78976 0.19
H 4.66153 -0.18554 -2.71976 0.20
C -2.80098 -2.06345 4.16504 -0.39
H -3.43060 -2.81634 3.70881 0.22
H -3.41312 0.14125 -4.76556 0.19
C 0.27149 0.48441 -3.34698 -0.40
H 3.84933 0.81620 1.10951 0.25
H -4.64900 -1.19955 -1.18693 0.24
H -3.38200 -0.06001 -1.48184 0.26
Cl -0.26287 -0.31995 -1.88084 -0.03
C -4.22139 -0.56424 -1.96079 -0.54
C 2.77752 1.29855 -0.66290 0.80
H 4.70127 1.57207 -2.68574 0.18
H 1.89148 -1.11935 5.38354 0.23
H -4.53582 3.34748 -2.15988 0.25
H 1.34051 0.32894 -3.42634 0.24
H -4.66475 -1.06792 -5.16062 0.19
O 5.57971 -2.40377 3.20692 -0.57
C 4.46614 -2.07543 3.47917 0.79
H 1.44697 -1.82627 2.67411 0.20
Cl -2.88052 0.24210 1.47437 -0.03
H 4.52451 -0.44362 4.97109 0.24
H 5.33429 -0.37626 -0.45832 0.23
H -3.22071 -1.07805 4.00666 0.23
C 2.51945 -1.13022 4.49535 -0.44
H 6.04750 1.17652 -0.71760 0.22
O -5.22258 0.42274 -3.84482 -0.50
C 2.16034 -2.14899 3.43045 -0.07
H -2.70762 -1.52703 -3.22208 0.23
C 4.42030 0.68296 -2.11469 -0.07
Cl -2.30998 2.64714 -2.05935 -0.05
C -3.78348 -1.37001 -3.18798 -0.44
C 5.09451 0.64965 -0.72778 -0.44
Cl -2.75253 -2.38299 5.90852 -0.03
O 1.70706 1.73743 -0.37331 -0.57
H 2.36749 -0.13436 4.06309 0.21
O 3.01045 0.74017 -1.88103 -0.51
C 4.00249 -1.36569 4.74125 -0.53
Cl -3.32410 5.38951 -2.01812 -0.01
O -5.95958 1.15948 -1.88818 -0.58
Cl -0.70086 1.79007 2.68496 -0.04
C -1.26366 0.90183 1.24698 -0.39
C 4.05273 1.31078 0.16393 -0.53
H -3.70755 3.73191 -3.63805 0.22
```

=====

Number 2 is which compound?
C32H33N6O9S